[1]
19
Properties=species:S:1:pos:R:3 method="wB97M-V/def2-TZVPD" de_lowest_kcal_mol=117.9 smiles="CC1=NO[C@H]2[C@@H](C)N[C@@H]12" total_energy_ha=-419.19864 e_homo_ev=-8.6431
C -2.50582 -0.59206 0.49529
C -1.31239 0.15923 -0.18429
N -1.35048 1.38666 0.32588
O -0.20385 1.97650 -0.16499
C 0.63746 0.95206 -0.97926
C 1.62365 -0.01327 -0.34052
C 2.05602 0.09042 1.18304
N 0.65827 -1.11907 -0.71744
C -0.30940 -0.19327 -1.21561
H -2.26412 -1.56128 1.04567
H -3.06170 -0.84472 -0.36944
H -3.36567 0.07899 1.05685
H 0.81924 1.62724 -1.91505
H 2.52335 0.00120 -0.90319
H 2.56581 1.03590 1.36615
H 1.16879 0.11443 1.93250
H 2.71725 -0.80285 1.59288
H 0.25269 -1.80417 0.03757
H -0.64909 -0.49195 -2.24603

---

[2]
14
Properties=species:S:1:pos:R:3 method="wB97M-V/def2-TZVPD" de_lowest_kcal_mol=103.9 total_energy_ha=-5683.01415 e_homo_ev="-8.9487 / -7.8072"
C -0.61314 -0.69950 1.20659
C 3.00697 0.96402 0.42209
C -2.18270 -0.32365 -1.19564
O 0.63774 -0.19905 -1.28594
P -0.47967 -0.96074 -0.58499
Br 4.01398 1.75339 -0.84110
Br -2.47224 1.58727 -1.00903
H -1.67471 -0.90428 1.42171
H 0.02937 -1.42319 1.79556
H -0.46859 0.38987 1.24976
H 1.88620 0.87037 0.45058
H 3.56738 0.33256 1.06050
H -2.84342 -0.87407 -0.46904
H -2.40716 -0.51298 -2.22104

---

[3]
22
Properties=species:S:1:pos:R:3 method="wB97M-V/def2-TZVPD" de_lowest_kcal_mol=0.7 smiles="CC[C@@H](NC)[P@](N)(=O)O" total_energy_ha=-761.57852 e_homo_ev=-9.2051
C 0.64527 1.63485 0.82804
C 0.06284 1.47073 -0.55300
C -0.39095 0.03093 -0.78839
N 0.49196 -1.03212 0.04850
C 1.84070 -1.27305 -0.42790
P -2.13853 -0.19134 -0.15140
N -2.43167 -1.86968 0.18518
O -3.12350 0.38038 -1.05872
O -2.08362 0.43687 1.38418
H 0.81035 2.78453 1.07169
H 1.73136 1.38278 0.87421
H 0.09907 1.08120 1.62020
H -0.94912 2.04938 -0.52645
H 0.74586 1.83743 -1.31166
H -0.19566 -0.40876 -1.79512
H 0.52392 -0.60202 0.97623
H 2.57857 -0.41094 -0.19884
H 2.19189 -2.13550 0.02694
H 1.83967 -1.34780 -1.46142
H -2.57760 -2.17102 -0.87390
H -1.73010 -2.36603 0.72563
H -2.77813 0.03700 1.93184

---

[4]
19
Properties=species:S:1:pos:R:3 method="wB97M-V/def2-TZVPD" total_charge=+1 de_lowest_kcal_mol=0.0 smiles="CN1CC[NH+]=C1OC(F)(F)F" total_energy_ha=-679.41387 e_homo_ev=-14.1834
C 0.96988 -2.00637 0.45565
N 0.70139 -0.56099 0.21704
C 1.84043 0.34009 0.16532
C 1.20821 1.61040 -0.38593
N -0.21526 1.29200 -0.54102
C -0.43809 0.04408 -0.20659
O -1.54741 -0.68445 -0.25436
C -2.79032 -0.17442 0.00685
F -3.76483 -0.92942 -0.36962
F -2.96936 1.02588 -0.62026
F -2.80116 0.06102 1.37478
H 1.91357 -2.19040 0.02718
H 0.86151 -2.12510 1.63662
H 0.28723 -2.68761 0.02925
H 2.62652 -0.13173 -0.52966
H 2.13069 0.66711 1.18662
H 1.29820 2.63751 0.19291
H 1.56251 1.82739 -1.41813
H -0.87368 1.98501 -0.96665

---

[5]
2
Properties=species:S:1:pos:R:3 method="wB97M-V/def2-TZVPD" total_charge=-1 s_squared=0.759 de_lowest_kcal_mol=24.2 multiplicity=2 total_energy_ha=-1.02147 e_homo_ev="-1.7845 / -0.8121"
H -1.07597 -0.60428 0.20638
H 1.07597 0.60428 -0.20638

---

[6]
48
Properties=species:S:1:pos:R:3 method="wB97M-V/def2-TZVPD" de_lowest_kcal_mol=42.0 smiles="CCOc1cc(/C=N/NC(=O)OC)ccc1OCCSc1ccc(Cl)cc1" total_energy_ha=-2005.44130 e_homo_ev=-7.8188
C -2.63503 -3.49272 -0.84808
C -1.62631 -2.63602 -0.09883
O -2.33789 -1.55293 0.47339
C -1.64894 -0.54180 1.07181
C -0.27375 -0.54249 1.22315
C 0.39382 0.49095 1.88106
C 1.83896 0.51156 1.89874
N 2.49137 -0.22581 1.09527
N 3.82987 -0.16131 1.05230
C 4.51277 -0.71914 0.00623
O 4.03426 -1.34800 -0.89594
O 5.83112 -0.45149 0.15230
C 6.66666 -0.97446 -0.86991
C -0.34602 1.52287 2.44894
C -1.71177 1.55647 2.26530
C -2.38035 0.56650 1.55157
O -3.72877 0.75989 1.42962
C -4.43998 0.29134 0.30388
C -4.15723 1.08897 -0.97441
S -2.88472 0.35628 -2.06554
C -1.31833 1.02960 -1.58951
C -0.19687 0.29255 -1.96512
C 1.07501 0.73993 -1.67209
C 1.22202 1.94830 -1.00964
Cl 2.80260 2.53532 -0.64098
C 0.11935 2.69818 -0.64047
C -1.15172 2.23925 -0.93240
H -3.40669 -3.84442 -0.16815
H -2.13337 -4.34862 -1.28972
H -3.10224 -2.90743 -1.63613
H -1.13636 -3.21772 0.69336
H -0.86087 -2.26288 -0.78870
H 0.32998 -1.34224 0.83075
H 2.33231 1.22441 2.57065
H 4.34412 0.45949 1.68063
H 7.68183 -0.69667 -0.59897
H 6.56681 -2.06019 -0.92526
H 6.39760 -0.54559 -1.83727
H 0.14774 2.31585 2.98956
H -2.30385 2.36831 2.65854
H -5.48733 0.44438 0.58318
H -4.26925 -0.77258 0.12670
H -5.05021 1.09367 -1.59895
H -3.88810 2.11595 -0.73868
H -0.33268 -0.63687 -2.49667
H 1.93832 0.14920 -1.93476
H 0.24882 3.63958 -0.12998
H -1.99670 2.84257 -0.64075